96
Properties=species:S:1:pos:R:3:forces:R:3 method="wB97M-V/def2-TZVPD" homo_energy_ev="-12.49 / -12.50" relative_energy_ev=5.3648 multiplicity=4 homo_lumo_gap_ev="6.777 / 5.287" total_charge=+2 e_lumo_ev="-5.7 / -7.2"
Mn 0.2222 -0.1733 1.7988 3.2 1.3 3.6
Cl -0.9354 -1.9253 2.9727 0.1 1.0 -0.7
P -2.0277 -1.5452 -2.3588 1.1 0.6 1.7
P 2.1954 -1.6651 1.9260 0.3 -0.3 -0.1
P 2.6024 2.8165 -1.1148 0.7 0.1 1.8
P -1.2592 1.6522 2.4076 -0.5 0.8 0.1
O 2.2168 2.8575 3.5208 -0.3 -1.0 0.2
O 0.5285 -1.0397 5.3479 0.4 0.6 -0.8
O 1.4743 0.2240 -2.2314 -0.2 0.6 1.3
N 1.3910 0.6911 3.9660 -0.8 -0.3 -0.4
C -3.5178 -2.1279 -1.7425 -1.1 -0.5 -0.1
C 0.7395 0.8223 -1.0900 -0.1 -0.3 -1.5
C 0.6224 -4.5528 -4.4181 0.0 0.2 0.3
C -5.8368 -2.3113 -2.3031 -0.6 -0.1 0.3
C -1.2741 0.3414 -4.1280 0.2 0.3 -0.1
C -1.3351 1.5908 -4.7319 0.1 0.8 0.1
C 3.8466 -0.9017 1.7649 -0.1 0.3 0.2
C -4.6241 -1.6980 -2.5136 0.2 -0.4 0.8
C -2.8811 1.4620 1.5785 0.1 -0.2 -0.1
C -2.0332 2.6542 -4.1378 0.2 -0.1 0.3
C 1.6725 1.5822 -0.1778 -0.7 -0.8 -1.3
C -0.5946 -1.0391 0.4114 -0.8 -1.2 -3.0
C -0.8840 -2.6745 -2.9859 0.9 -1.1 -1.1
C -1.7444 1.7926 4.1665 0.3 -0.4 0.0
C -0.7227 -4.3417 -4.7319 0.4 -0.4 -0.2
C 1.9952 1.9058 4.2831 -0.1 0.0 -0.4
C -5.9590 -3.3338 -1.3537 0.3 0.1 0.2
C -1.8941 0.0913 -2.8812 -1.2 1.6 -1.6
C -0.7457 3.3603 1.9607 0.2 0.0 0.0
C -2.7160 2.4186 -2.9398 0.1 0.2 0.0
C 1.9179 0.6457 6.3081 -0.3 -0.5 0.3
C 1.5357 3.7568 -2.1717 -0.3 0.1 -0.5
C -2.6797 1.1527 -2.3547 0.0 0.0 0.2
C 0.0916 -0.2166 -0.2464 -0.7 0.5 1.0
C 0.4855 -2.8711 -2.6764 -0.3 0.0 0.1
C 1.1855 -0.0351 5.1511 0.2 0.1 0.8
C 2.1963 -2.8826 0.5522 -0.3 0.1 0.0
C 2.3246 -2.7422 3.3932 -0.5 -0.3 0.8
C 1.2237 -3.8250 -3.3795 0.0 0.0 -0.1
C -1.4706 -3.4248 -4.0239 0.4 -0.1 0.3
C 3.8740 2.0120 -2.0488 0.6 -0.6 -0.6
C 1.6055 1.1914 1.1056 0.7 0.5 -0.2
C 2.3603 1.9683 5.7568 0.1 0.0 0.0
C -3.6314 -3.1476 -0.7575 0.1 0.5 -0.7
C -4.8644 -3.7556 -0.5808 -0.1 0.0 0.2
C 3.3694 3.9066 0.0835 0.4 0.3 0.2
H 1.8034 2.7848 6.2266 0.4 0.2 -0.2
H 3.4425 2.1050 5.8562 -0.3 0.4 0.0
H -0.8158 1.7929 -5.6700 -0.2 -0.3 0.2
H 2.5998 4.4864 0.6165 0.3 -0.3 -0.1
H -3.3066 0.9915 -1.4889 0.1 -0.2 0.2
H 4.0843 4.6096 -0.3941 -0.4 -0.5 0.2
H 3.9108 3.2718 0.8108 -0.2 0.4 -0.3
H -0.6407 3.4408 0.8672 -0.1 0.0 0.3
H 1.1879 0.7336 7.1289 0.5 -0.2 -0.1
H 2.5896 -2.4344 -0.3759 -0.1 -0.1 0.4
H 0.7782 4.2767 -1.5858 0.0 0.0 0.0
H -1.2092 -1.9161 0.5136 -0.1 0.1 -0.1
H 0.0158 1.5452 -1.5415 -0.1 -0.8 0.4
H 1.3151 -2.8088 3.8546 0.7 0.0 -0.2
H -2.5141 -3.2750 -4.2461 -0.2 -0.1 -0.2
H 3.8877 -0.0957 2.5104 0.2 -0.2 -0.1
H -6.9207 -3.8007 -1.1806 0.0 0.0 -0.1
H -3.1024 0.3840 1.5980 -0.2 0.3 -0.1
H 1.2072 -5.2843 -4.9797 -0.2 0.2 0.2
H 0.9689 -2.3055 -1.8782 -0.3 -0.2 -0.2
H 1.0488 3.0787 -2.8696 -0.1 0.0 -0.1
H 1.1546 -3.1885 0.3813 0.3 -0.2 0.0
H -1.1796 -4.9053 -5.5368 0.0 0.0 0.1
H -3.2649 3.2609 -2.4735 0.2 -0.9 -0.3
H 2.7730 0.0116 6.6065 -0.6 0.2 0.1
H -2.0447 3.6671 -4.5727 0.0 -0.7 0.1
H -2.7902 1.8005 0.5341 -0.1 -0.1 0.4
H -3.6732 2.0266 2.1008 0.4 -0.2 -0.3
H 0.8843 -0.3256 -2.7570 -0.2 0.1 0.0
H -1.4929 4.0893 2.3207 0.3 -0.3 -0.2
H -0.7738 -0.4510 -4.6687 0.1 -0.1 0.1
H 0.2374 3.5808 2.4124 -0.4 -0.1 -0.1
H 2.2995 1.6781 1.7932 -0.4 -0.1 0.2
H 2.2801 -4.0123 -3.1200 -0.7 0.2 -0.2
H 3.9624 -0.4544 0.7678 0.0 -0.2 0.3
H -4.5000 -0.9071 -3.2398 -0.1 0.0 -0.1
H -6.7049 -1.9726 -2.8631 0.1 -0.2 0.1
H -4.9716 -4.5430 0.1849 0.0 0.5 -0.6
H 3.4299 1.2332 -2.6783 0.1 0.2 0.2
H 2.7984 -3.7520 0.8578 -0.2 0.3 -0.3
H -2.7574 -3.4371 -0.1729 -0.3 0.0 -0.1
H -1.7432 0.7746 4.5801 0.0 0.3 0.1
H 4.5667 1.5205 -1.3534 -0.2 0.1 -0.1
H 3.0138 -2.3474 4.1693 -0.4 -0.1 -0.6
H 2.1064 4.4844 -2.7602 0.0 -0.1 0.2
H 4.4559 2.6863 -2.6870 -0.2 0.1 0.2
H -2.7463 2.2366 4.2849 0.4 -0.1 -0.2
H -0.9916 2.4021 4.6828 -0.2 -0.2 0.0
H 2.6580 -3.7601 3.0999 -0.1 0.7 0.1
H 4.6380 -1.6433 1.9585 -0.3 0.3 -0.1

=====

102
Properties=species:S:1:pos:R:3:forces:R:3 method="wB97M-V/def2-TZVPD" homo_energy_ev="0.23 / -1.77" relative_energy_ev=0.0000 multiplicity=2 homo_lumo_gap_ev="4.055 / 6.058" total_charge=-2 e_lumo_ev="4.3 / 4.3"
Hg -1.0021 -1.0298 0.2794 0.0 -0.4 -0.5
S 0.2629 -3.7207 4.1647 0.0 0.0 0.0
P -0.0411 1.6288 -2.6625 0.1 0.0 0.0
P -0.5918 2.1487 2.8904 0.4 0.0 0.8
O -2.4819 -2.7862 0.0012 0.0 -0.2 -0.4
O -2.9884 0.4814 0.7861 -0.1 -0.3 0.4
O -1.6284 -1.0354 -1.7997 -0.1 -0.3 0.2
N -2.0174 -2.2440 -2.2663 0.1 0.3 0.1
N 1.5431 -6.1808 1.6902 -0.1 0.0 -0.1
N -2.4324 -3.1065 -1.3038 0.0 0.3 0.3
N 3.3115 -4.9973 0.7644 0.0 0.0 0.0
N -0.1843 -1.9898 2.0112 0.0 0.4 0.1
N 0.8615 1.2748 0.3720 0.4 0.4 -0.3
N -1.9369 2.3767 0.1409 -0.6 -0.1 -0.4
N 1.5070 -3.3585 -0.5928 0.1 0.1 -0.1
N -3.8674 1.6470 -0.9613 -0.1 0.0 0.2
C 1.6790 2.0367 -0.4268 -0.2 0.0 0.4
C 0.1987 3.2893 -5.1903 0.0 -0.1 0.0
C 2.4400 -0.5039 3.8610 0.0 0.0 0.1
C -0.6286 2.8763 -3.9651 0.0 0.0 0.1
C 0.9634 3.7749 4.7286 -0.1 0.0 -0.1
C -2.7289 -4.7786 -3.0378 0.0 -0.1 0.1
C 1.4193 0.7629 1.5506 -0.1 0.0 0.1
C 0.8681 1.0423 2.8291 0.1 0.0 -0.3
C -1.1924 4.1222 -3.2726 0.0 -0.1 0.0
C -2.9139 1.4420 0.0282 0.4 0.6 -0.4
C -0.0403 -0.2111 -4.7758 0.0 0.1 0.0
C 1.6042 -0.6160 -2.9269 0.0 0.1 0.0
C 3.7133 -4.0050 -0.0355 0.0 0.0 -0.1
C 0.0006 -2.7056 2.9075 0.0 -0.1 0.1
C 1.0437 4.3116 2.2823 -0.1 -0.1 0.1
C 2.0017 -5.1582 0.8801 0.0 0.0 0.0
C 2.2015 3.3133 -2.4563 0.0 -0.1 0.1
C 1.0966 -4.3401 0.1734 -0.2 0.0 0.0
C -2.7875 -4.3619 -1.6792 0.0 0.0 -0.1
C 3.3452 3.8709 -1.9093 0.0 0.1 -0.1
C 3.6875 3.4829 -0.6181 -0.1 -0.1 0.1
C 0.9031 0.4515 -3.7697 -0.1 -0.1 0.2
C -2.6445 2.6132 4.6450 0.1 0.0 0.0
C 1.3988 0.4032 3.9521 0.0 0.0 0.0
C 2.8303 -3.1840 -0.6995 0.1 0.1 -0.1
C -3.5583 -6.9765 -2.4224 0.0 0.0 0.1
C 2.8976 2.6006 0.0839 0.0 -0.1 -0.1
C 0.1691 3.7866 3.4231 0.1 -0.1 -0.1
C 1.3669 2.4169 -1.7829 0.0 -0.1 0.1
C -1.9849 0.2170 4.3412 0.0 0.1 -0.1
C -1.4641 1.6514 4.4616 -0.1 0.0 -0.1
C -3.1126 -6.0615 -3.3792 0.0 0.1 0.1
C -3.6020 -6.5666 -1.0858 0.0 0.1 -0.1
C 2.9782 -0.7824 2.6104 0.0 0.0 -0.1
C 2.4887 -0.1480 1.4870 0.0 -0.1 0.0
C -3.2294 -5.2902 -0.7059 0.0 -0.1 0.0
H -0.8034 1.7283 5.3286 0.0 0.0 0.0
H 3.7609 -1.5274 2.5087 0.0 0.0 0.0
H 3.2019 2.3308 1.0842 0.0 -0.1 0.1
H 2.2433 -6.4651 2.3560 0.0 0.0 0.1
H -2.3693 -4.0811 -3.7796 0.0 0.0 0.0
H 0.8735 -1.2395 -2.4093 0.0 0.0 0.0
H 0.6616 -5.9683 2.1361 0.0 0.0 0.1
H 3.1731 -2.3733 -1.3321 0.0 0.0 0.0
H -3.3048 2.5520 3.7747 0.0 0.0 0.1
H -3.2236 2.3447 5.5350 0.0 0.0 0.0
H 2.2098 -1.2634 -3.5731 0.0 0.0 0.0
H -0.8694 -0.6838 -4.2447 0.0 0.0 0.0
H 0.0222 -4.4895 0.2600 0.0 0.0 0.0
H 0.5195 4.3000 1.3239 0.0 0.0 0.0
H 4.5813 3.8797 -0.1463 0.0 0.0 0.0
H -1.0994 2.0506 0.6282 -0.1 0.2 -0.3
H 1.9318 3.6885 2.1725 0.0 0.1 0.0
H 0.4868 -0.9869 -5.3404 0.0 0.0 0.0
H 0.8809 4.1114 -4.9731 0.0 0.0 0.0
H -2.6157 -0.0330 5.2007 0.0 0.0 0.0
H -0.4798 3.6425 -5.9750 0.0 0.0 0.0
H 2.8939 -0.3851 0.5100 0.0 0.0 0.0
H -2.3189 3.6518 4.7525 0.0 0.0 0.0
H 0.7796 2.4646 -5.6054 0.0 0.0 0.0
H 2.8057 -1.0103 4.7456 0.0 0.0 0.0
H -3.8506 -7.9811 -2.7055 0.0 0.0 0.0
H 1.7204 2.9864 4.7030 0.0 0.0 0.0
H -4.3712 0.7905 -1.1347 0.0 -0.1 -0.1
H -1.5340 4.8594 -4.0072 0.0 0.0 0.0
H -0.6884 4.4589 3.5272 0.0 0.0 0.0
H -3.0585 -6.3639 -4.4209 0.0 0.0 0.0
H -1.4794 2.3076 -4.3526 -0.1 0.0 -0.1
H 0.9724 0.6074 4.9280 0.0 0.0 0.0
H -2.0516 3.8756 -2.6417 0.1 0.0 0.0
H -3.9321 -7.2652 -0.3230 0.0 0.0 0.0
H 1.3736 5.3358 2.4868 0.0 0.0 0.0
H -3.5071 2.0574 -1.8096 0.1 0.0 0.0
H -3.2585 -4.9747 0.3268 0.0 0.0 0.0
H 4.7856 -3.8720 -0.1367 0.0 0.0 0.0
H 0.3258 3.6141 5.6020 0.0 0.0 0.0
H -0.4483 0.5069 -5.4946 0.0 0.0 0.0
H 1.6682 1.0369 -4.2869 0.1 0.0 -0.1
H 2.2617 -0.1627 -2.1801 0.0 0.0 0.0
H 3.9475 4.5753 -2.4719 0.0 0.0 0.0
H -0.4326 4.5970 -2.6451 0.0 0.0 0.0
H 1.4814 4.7319 4.8637 0.0 0.0 0.0
H 1.9486 3.5783 -3.4710 0.0 0.0 -0.1
H -2.5851 0.1045 3.4331 0.0 0.0 0.0
H -1.1785 -0.5111 4.2946 0.1 -0.1 0.0
H -1.7725 2.9840 -0.6410 0.1 0.0 -0.2

=====

- What is the multiplicity in the second record?
  2

=====

- The highest multiplicity belongs to which entry?
  C36H50ClMnNO3P4

=====

- Which value of multiplicity does entry 1 give?
  4

=====

- Which of these has the highest multiplicity?
  C36H50ClMnNO3P4